{"formula": "C29H46P2Pr", "method": "ωB97M-V/def2-TZVPD", "total_energy_ev": -63456.2203, "total_charge": 1, "spin_multiplicity": 3, "max_force_ha_per_bohr": 0.0585, "homo_lumo_gap_ev": [7.09, 7.06], "molar_mass_g_mol": 597.5, "symbols": ["Pr", "C", "C", "C", "C", "C", "C", "H", "H", "H", "C", "H", "H", "H", "C", "H", "H", "H", "C", "H", "H", "H", "C", "H", "H", "H", "C", "C", "C", "C", "C", "C", "C", "C", "H", "H", "H", "H", "H", "H", "H", "H", "H", "H", "H", "H", "P", "C", "C", "P", "C", "C", "C", "H", "H", "H", "H", "H", "H", "H", "H", "H", "H", "H", "H", "H", "H", "C", "C", "C", "C", "C", "C", "H", "H", "H", "H", "H"], "positions_angstrom": [[1.461, -0.275, 0.777], [-0.711, -1.000, 2.498], [-0.419, -2.170, 1.732], [1.428, -1.691, 3.041], [0.427, -0.703, 3.302], [0.896, -2.612, 2.080], [-2.036, -0.327, 2.625], [-1.939, 0.764, 2.561], [-2.519, -0.539, 3.594], [-2.740, -0.645, 1.844], [0.527, 0.415, 4.273], [-0.442, 0.589, 4.761], [0.825, 1.356, 3.790], [1.271, 0.199, 5.050], [2.765, -1.763, 3.681], [2.714, -1.413, 4.720], [3.515, -1.136, 3.175], [3.142, -2.793, 3.676], [1.519, -3.905, 1.687], [2.112, -4.310, 2.519], [2.198, -3.825, 0.827], [0.751, -4.645, 1.425], [-1.372, -2.932, 0.883], [-1.723, -3.843, 1.398], [-0.908, -3.257, -0.059], [-2.257, -2.337, 0.630], [-3.434, 1.999, -0.248], [-4.325, 1.198, -0.842], [-4.208, 0.494, -2.160], [-3.106, 0.967, -3.130], [-1.829, 0.126, -2.967], [-1.462, -0.208, -1.546], [-1.130, 0.937, -0.569], [-1.998, 2.208, -0.637], [-5.171, 0.613, -2.688], [-2.923, 2.046, -3.028], [-4.107, -0.590, -1.985], [-1.886, 2.697, -1.614], [-3.740, 2.589, 0.626], [-5.288, 1.033, -0.346], [-1.573, 2.920, 0.087], [-1.186, 0.526, 0.464], [-2.072, -0.992, -1.087], [-0.083, 1.318, -0.688], [-3.474, 0.835, -4.160], [-2.014, -0.815, -3.521], [-0.242, 0.767, -3.637], [-0.285, 2.530, -3.902], [-0.151, -0.033, -5.256], [0.501, -1.100, -1.572], [1.157, 0.219, -2.705], [0.109, -2.487, -2.681], [2.390, -1.716, -1.198], [0.238, 3.070, -3.098], [-1.314, 2.904, -3.993], [0.236, 2.712, -4.855], [0.283, 0.708, -5.940], [-1.160, -0.297, -5.597], [0.479, -0.930, -5.240], [2.765, -1.845, -2.221], [2.400, -2.677, -0.671], [3.103, -0.998, -0.718], [1.633, 1.078, -2.187], [1.910, -0.216, -3.384], [0.356, -3.416, -2.147], [0.713, -2.468, -3.599], [-0.952, -2.541, -2.948], [3.039, 3.367, 3.777], [3.831, 2.222, 3.657], [3.710, 1.401, 2.506], [2.731, 1.720, 1.587], [1.993, 2.892, 1.630], [2.144, 3.724, 2.767], [3.131, 3.994, 4.671], [4.544, 1.953, 4.438], [4.375, 0.536, 2.386], [1.300, 3.179, 0.829], [1.558, 4.645, 2.852]]}


{"formula": "C6H9N", "method": "ωB97M-V/def2-TZVPD", "total_energy_ev": -7856.1732, "smiles": "C=C1NCC=C1C", "max_force_ha_per_bohr": 0.0135, "homo_lumo_gap_ev": 9.51, "e_above_lowest_kj_mol": 191.7, "molar_mass_g_mol": 95.1, "symbols": ["C", "C", "C", "C", "C", "C", "N", "H", "H", "H", "H", "H", "H", "H", "H", "H"], "positions_angstrom": [[-1.309, 1.352, 0.006], [-0.258, 0.715, 0.525], [-0.003, -0.744, 0.377], [-1.026, -1.810, 0.576], [1.158, -0.805, -0.282], [1.590, 0.613, -0.551], [1.031, 1.314, 0.620], [-2.169, 0.802, -0.358], [0.941, 0.943, -1.404], [-1.251, 2.415, -0.217], [-0.660, -2.766, 0.190], [-1.918, -1.539, -0.002], [-1.339, -1.940, 1.617], [1.614, -1.679, -0.737], [2.633, 0.819, -0.788], [0.964, 2.309, 0.427]]}


{"formula": "C22H53N7O9P2", "method": "ωB97M-V/def2-TZVPD", "total_energy_ev": -71106.2100, "smiles": "CCCOC[C@@]1(N(C)C(C)=O)OC(=O)OC1(O)O.CN(C)P(=O)(N(C)C)N(C)C.CN(C)P(=O)(N(C)C)N(C)C", "max_force_ha_per_bohr": 0.1306, "homo_lumo_gap_ev": 8.38, "molar_mass_g_mol": 621.7, "symbols": ["C", "C", "C", "O", "C", "C", "N", "C", "C", "C", "O", "O", "C", "O", "O", "C", "O", "O", "H", "H", "H", "H", "H", "H", "H", "H", "H", "H", "H", "H", "H", "H", "H", "H", "H", "O", "P", "N", "C", "C", "N", "C", "C", "N", "C", "C", "H", "H", "H", "H", "H", "H", "H", "H", "H", "H", "H", "H", "H", "H", "H", "H", "H", "H", "O", "P", "N", "C", "C", "N", "C", "C", "N", "C", "C", "H", "H", "H", "H", "H", "H", "H", "H", "H", "H", "H", "H", "H", "H", "H", "H", "H", "H"], "positions_angstrom": [[-3.644, -2.617, 2.113], [-3.721, -1.827, 0.798], [-4.307, -2.611, -0.371], [-5.725, -2.520, -0.478], [-6.413, -3.624, 0.063], [-7.798, -3.282, 0.654], [-8.059, -1.939, 1.148], [-6.977, -1.387, 1.964], [-8.511, -1.016, 0.146], [-9.558, -0.038, 0.632], [-8.127, -1.003, -0.992], [-8.755, -3.671, -0.342], [-9.344, -4.839, 0.007], [-10.308, -5.300, -0.492], [-8.602, -5.401, 1.019], [-8.245, -4.274, 1.791], [-7.286, -4.687, 2.685], [-9.452, -3.869, 2.352], [-4.379, -3.418, 2.183], [-3.832, -1.945, 2.952], [-2.659, -3.051, 2.259], [-4.215, -0.865, 0.910], [-2.701, -1.590, 0.489], [-3.948, -3.643, -0.380], [-3.922, -2.144, -1.279], [-6.612, -4.328, -0.750], [-5.804, -4.177, 0.777], [-7.416, -0.740, 2.728], [-6.276, -0.777, 1.401], [-6.428, -2.162, 2.490], [-9.442, 0.100, 1.705], [-9.423, 0.890, 0.089], [-10.527, -0.487, 0.426], [-7.197, -4.056, 3.406], [-9.306, -3.403, 3.180], [-0.184, -0.319, 0.317], [-0.094, 1.017, -0.373], [1.498, 0.926, -0.996], [2.372, 2.060, -1.216], [1.634, -0.028, -2.092], [-0.164, 1.975, 1.104], [1.067, 2.381, 1.764], [-1.066, 1.405, 2.102], [-0.571, 2.414, -1.356], [-0.744, 3.746, -0.797], [-1.747, 2.091, -2.197], [2.093, 2.656, -2.098], [3.392, 1.706, -1.366], [2.419, 2.726, -0.359], [1.209, 0.359, -3.031], [1.134, -0.967, -1.848], [2.686, -0.259, -2.264], [1.789, 1.559, 1.868], [0.844, 2.768, 2.759], [1.553, 3.209, 1.245], [-0.608, 0.583, 2.665], [-1.973, 1.018, 1.637], [-1.364, 2.184, 2.808], [-1.494, 3.803, -0.007], [-1.054, 4.409, -1.610], [0.201, 4.141, -0.427], [-2.665, 1.999, -1.605], [-1.586, 1.142, -2.717], [-1.900, 2.855, -2.960], [5.821, 1.408, -1.491], [7.257, 1.540, -1.095], [8.072, 0.963, -2.481], [9.404, 0.399, -2.485], [7.879, 1.813, -3.652], [7.304, 0.351, 0.186], [7.767, -1.002, -0.088], [6.044, 0.280, 0.927], [8.584, 2.484, -0.432], [9.326, 2.061, 0.747], [8.202, 3.907, -0.287], [10.194, 1.157, -2.372], [9.567, -0.115, -3.434], [9.539, -0.352, -1.714], [8.474, 2.738, -3.592], [6.829, 2.085, -3.759], [8.167, 1.281, -4.559], [7.322, -1.433, -0.995], [7.526, -1.653, 0.753], [8.854, -1.050, -0.174], [5.284, -0.317, 0.412], [5.627, 1.273, 1.090], [6.227, -0.165, 1.908], [8.708, 1.937, 1.638], [10.079, 2.824, 0.957], [9.872, 1.139, 0.557], [7.483, 4.060, 0.527], [7.744, 4.269, -1.212], [9.079, 4.526, -0.098]]}


{"formula": "C50H57BBrFN2O6PSiV", "method": "ωB97M-V/def2-TZVPD", "total_energy_ev": -184330.7606, "total_charge": 1, "spin_multiplicity": 2, "max_force_ha_per_bohr": 0.0395, "homo_lumo_gap_ev": [5.84, 5.75], "molar_mass_g_mol": 1001.7, "symbols": ["V", "O", "C", "O", "C", "C", "C", "C", "C", "N", "C", "O", "O", "H", "H", "H", "H", "N", "C", "C", "C", "C", "C", "C", "P", "C", "C", "C", "C", "C", "C", "C", "C", "C", "C", "C", "C", "H", "H", "H", "H", "H", "H", "H", "H", "H", "H", "H", "H", "H", "H", "H", "H", "C", "C", "C", "C", "Si", "Br", "C", "C", "C", "C", "C", "C", "C", "C", "H", "H", "H", "H", "H", "H", "H", "H", "H", "H", "H", "H", "H", "H", "H", "H", "H", "H", "H", "H", "H", "H", "H", "H", "H", "H", "H", "O", "B", "O", "C", "C", "C", "C", "C", "C", "H", "H", "H", "H", "F", "C", "C", "C", "C", "C", "C", "C", "H", "H", "H", "H", "H", "H"], "positions_angstrom": [[1.445, 0.222, 1.199], [2.500, 3.216, -1.359], [2.005, 2.507, -0.400], [2.075, 1.289, -0.334], [1.310, 3.175, 0.753], [1.027, 4.488, 0.968], [0.349, 4.806, 2.156], [0.010, 3.812, 3.050], [0.349, 2.504, 2.742], [0.979, 2.212, 1.616], [0.120, 1.247, 3.558], [-0.402, 1.223, 4.625], [0.609, 0.207, 2.864], [2.947, 2.628, -1.998], [1.314, 5.243, 0.248], [0.094, 5.836, 2.368], [-0.506, 4.022, 3.979], [-1.762, -1.478, 1.596], [-1.728, -1.921, 2.922], [-2.910, -1.863, 3.662], [-2.980, -2.403, 4.930], [-1.875, -3.040, 5.488], [-0.702, -3.075, 4.765], [-0.590, -2.488, 3.498], [1.016, -2.526, 2.627], [1.096, -4.313, 2.215], [0.253, -4.744, 1.185], [0.143, -6.090, 0.872], [0.881, -7.033, 1.581], [1.712, -6.618, 2.609], [1.816, -5.267, 2.928], [2.255, -2.262, 3.937], [3.560, -2.715, 3.733], [4.559, -2.456, 4.661], [4.269, -1.726, 5.806], [2.979, -1.256, 6.013], [1.978, -1.521, 5.085], [-0.893, -1.373, 1.103], [-2.487, -0.837, 1.326], [-3.786, -1.404, 3.214], [-3.910, -2.342, 5.483], [-1.930, -3.491, 6.470], [0.166, -3.565, 5.196], [-0.344, -4.026, 0.637], [-0.524, -6.404, 0.078], [0.797, -8.085, 1.339], [2.277, -7.345, 3.177], [2.455, -4.973, 3.750], [3.804, -3.288, 2.845], [5.562, -2.826, 4.488], [5.045, -1.527, 6.534], [2.743, -0.686, 6.904], [0.975, -1.148, 5.258], [-4.043, -0.215, -1.964], [-3.519, 0.781, -3.016], [-4.696, 1.213, -3.917], [-2.515, 0.007, -3.879], [-2.718, 2.313, -2.244], [-1.554, 1.468, -0.448], [-3.928, 3.526, -1.414], [-5.041, 2.755, -0.687], [-3.274, 4.420, -0.344], [-4.571, 4.447, -2.472], [-1.383, 3.126, -3.327], [-0.188, 2.193, -3.593], [-0.835, 4.391, -2.652], [-1.985, 3.529, -4.690], [-4.519, -1.048, -2.494], [-4.784, 0.209, -1.290], [-3.235, -0.629, -1.360], [-5.079, 0.327, -4.437], [-4.403, 1.934, -4.685], [-5.526, 1.642, -3.358], [-3.001, -0.909, -4.233], [-1.627, -0.288, -3.312], [-2.196, 0.563, -4.761], [-4.641, 2.067, 0.062], [-5.684, 2.191, -1.359], [-5.676, 3.479, -0.164], [-2.854, 3.833, 0.476], [-4.054, 5.066, 0.077], [-2.494, 5.068, -0.731], [-5.067, 3.904, -3.278], [-3.846, 5.126, -2.921], [-5.331, 5.066, -1.983], [0.162, 1.675, -2.700], [0.635, 2.801, -3.994], [-0.411, 1.431, -4.335], [-0.461, 4.193, -1.641], [-1.580, 5.182, -2.585], [-0.004, 4.778, -3.253], [-2.315, 2.664, -5.267], [-1.215, 4.039, -5.280], [-2.830, 4.212, -4.603], [1.065, -2.358, -0.520], [0.886, -0.961, -0.526], [0.844, -0.533, -1.861], [1.009, -1.651, -2.647], [1.055, -1.726, -4.019], [1.243, -3.000, -4.556], [1.374, -4.123, -3.738], [1.326, -4.020, -2.346], [1.140, -2.753, -1.844], [0.957, -0.847, -4.644], [1.292, -3.118, -5.630], [1.515, -5.094, -4.192], [1.428, -4.879, -1.696], [6.246, 0.789, -3.327], [5.631, 0.517, -2.162], [4.963, -0.682, -2.019], [4.318, -0.938, -0.815], [4.324, -0.015, 0.227], [3.471, -0.250, 1.436], [5.043, 1.162, 0.054], [5.702, 1.443, -1.140], [4.951, -1.394, -2.834], [3.788, -1.878, -0.690], [3.780, 0.331, 2.312], [3.419, -1.305, 1.692], [5.096, 1.880, 0.868], [6.276, 2.351, -1.278]]}


{"formula": "C4H6N2", "method": "ωB97M-V/def2-TZVPD", "total_energy_ev": -7222.1660, "max_force_ha_per_bohr": 0.0236, "homo_lumo_gap_ev": 11.03, "e_above_lowest_kj_mol": 330.5, "molar_mass_g_mol": 82.1, "symbols": ["N", "C", "C", "C", "C", "N", "H", "H", "H", "H", "H", "H"], "positions_angstrom": [[-0.076, -1.364, -0.755], [0.047, -0.566, 0.214], [0.848, 0.521, 0.766], [-0.356, -0.077, 1.528], [-0.734, 1.562, -1.984], [-0.144, 0.632, -2.402], [-0.886, -1.976, -0.663], [0.144, -0.345, -2.139], [0.729, 1.525, 0.362], [1.851, 0.274, 1.105], [-0.177, -0.732, 2.376], [-1.245, 0.546, 1.593]]}